Run 1
ORCA calculation (wB97M-V/def2-TZVPD) on the molecule C4H6F2.

Positions of all 12 atoms, in Å:
F  -1.4839  0.5740  1.8376
H  0.4671  -1.1579  0.8601
H  -0.5489  -1.7747  -1.0645
C  0.1364  -0.2279  0.3222
F  -1.6016  -0.1175  -1.5975
C  -0.2489  0.9351  1.2185
H  -0.3288  1.8193  0.6821
H  1.0996  0.7158  -1.3825
H  1.6883  -0.8915  -1.0364
H  0.4273  0.9800  2.1288
C  0.8233  -0.1633  -0.9469
C  -0.4299  -0.6914  -1.0216

## Properties
SMILES   FC[C@@H]1C[C@@H]1F
LUMO level   0.033 hartree
HOMO-LUMO gap   11.32 eV
Spin multiplicity   1
HOMO level   -10.414 eV

Atom charges from the natural (NBO) analysis, given in e for atoms 1 to 2: -0.381, 0.211

Run 2
ORCA calculation (wB97M-V/def2-TZVPD) on the molecule C4H6F2.

Positions of all 12 atoms, in Å:
C  1.4475  -1.0849  0.0116
C  -1.0396  -0.5793  -0.1337
H  -1.7077  0.2935  -0.3521
H  2.4121  -0.6631  -0.2531
C  0.5941  1.1983  0.5525
H  1.5935  1.6903  0.7401
H  -1.4497  -1.0703  0.8006
F  -0.9249  -1.4105  -1.2511
C  0.3484  -0.0238  0.0869
H  1.1900  -1.8066  -0.7196
F  -0.3766  2.0886  0.7698
H  1.5726  -1.6092  1.0124

## Properties
SMILES   C/C(=C/F)CF
LUMO level   0.037 hartree
HOMO-LUMO gap   10.54 eV
Spin multiplicity   1
HOMO level   -9.539 eV

Atom charges from the natural (NBO) analysis, given in e for atoms 1 to 2: -0.631, 0.018

Of them, run 1 has the lowest stability.

Run 1
ORCA calculation (wB97M-V/def2-TZVPD) on the molecule C5H13N3.

Positions of all 21 atoms, in Å:
H  0.8586  1.0457  -0.9274
H  1.3849  -1.2058  1.0820
H  1.4780  0.4948  1.3671
H  -0.5695  -0.1877  2.3208
C  0.9382  -0.2481  0.7855
N  0.7703  -2.3113  -1.3753
H  0.0107  2.3489  1.2087
H  -2.1571  2.7643  0.3003
C  -0.5268  -0.2437  1.2319
H  0.1593  -2.9583  -1.8573
C  -1.0531  2.1129  1.0811
N  -1.3251  0.8206  0.5873
C  0.3781  -0.9294  -1.6115
H  -0.9666  -1.2005  0.9499
C  1.1529  0.0151  -0.7019
H  0.5010  -0.6032  -2.6400
N  -1.9898  2.9746  1.3365
H  -0.6794  -0.8233  -1.3735
H  1.7216  -2.4915  -1.6801
H  2.2213  -0.0882  -0.9267
H  -2.3074  0.7145  0.8426

## Properties
SMILES   [H]/N=C\NCCCCN
LUMO level   0.035 hartree
HOMO-LUMO gap   9.49 eV
Spin multiplicity   1
HOMO level   -8.522 eV

Atom charges from the natural (NBO) analysis, given in e for atoms 1 to 2: 0.206, 0.227

Run 2
ORCA calculation (wB97M-V/def2-TZVPD) on a cluster of 2 separate species, C5H13N3 in total.

Positions of all 21 atoms, in Å:
H  2.4669  -2.3631  -0.0824
C  -0.6688  2.3175  0.6120
H  -1.3852  -0.9675  2.4563
H  0.9378  1.6520  -1.8098
C  1.6138  -1.7886  0.2751
H  -0.7721  2.1899  1.6852
H  -0.9158  3.2869  0.1716
H  0.2361  -2.3336  3.2581
N  -0.8674  -1.4372  1.7241
H  -0.4576  0.5663  -3.3370
H  0.7397  -2.0530  -0.3148
C  -0.1161  1.6362  -1.5290
H  -0.5147  2.6284  -1.7566
N  1.4733  -1.9932  1.7027
H  -1.8824  0.5946  -2.1700
H  -0.4620  -0.4306  -1.8605
H  -0.6251  -0.7213  1.0393
H  1.8350  -0.7332  0.0823
C  0.3375  -1.9453  2.2442
C  -0.8065  0.5045  -2.3077
N  -0.1664  1.3901  -0.0829

## Properties
SMILES   C/N=C\N.C=NCC
LUMO level   0.034 hartree
HOMO-LUMO gap   9.58 eV
Spin multiplicity   1
HOMO level   -8.651 eV

Atom charges from the natural (NBO) analysis, given in e for atoms 1 to 2: 0.202, -0.057

Run 3
ORCA calculation (wB97M-V/def2-TZVPD) on the molecule C5H13N3.

Positions of all 21 atoms, in Å:
H  1.4574  1.2163  0.0127
H  0.6452  0.3587  2.6803
N  0.1413  0.6614  1.8629
H  -1.2227  -0.1324  -2.3770
C  -1.4689  -1.2203  1.4792
C  -0.3766  -0.3586  0.9388
N  0.7841  -0.1961  -2.3098
H  -0.5953  -1.4899  -1.4591
C  -0.4823  -0.3834  -1.6199
H  -0.5013  1.4204  2.0298
C  1.8157  0.4063  -1.8869
H  2.6765  0.3753  -2.5627
H  -1.8981  0.6857  -0.3952
H  -1.1695  -1.8712  2.3145
H  -1.8142  -2.0155  0.7907
H  -2.4125  -0.7370  1.7478
N  2.1482  1.0462  -0.6974
H  0.4403  -1.0091  0.6323
C  -0.8575  0.3901  -0.3682
H  3.0261  1.5032  -0.5506
H  -0.3360  1.3500  -0.2622

## Properties
SMILES   C[C@H](N)CC/N=C\N
LUMO level   0.039 hartree
HOMO-LUMO gap   9.69 eV
Spin multiplicity   1
HOMO level   -8.640 eV

Atom charges from the natural (NBO) analysis, given in e for atoms 1 to 2: 0.405, 0.376

Of them, run 1 has the lowest stability.

Run 1
ORCA calculation (wB97M-V/def2-TZVPD) on a cluster of 2 separate species, C4H4O3 in total.

Positions of all 11 atoms, in Å:
H  -1.6087  1.2252  -0.2913
C  -0.0711  -0.1657  -0.9935
H  -0.2080  2.0231  -1.1984
C  1.1507  -0.6836  -0.9838
C  0.0735  -0.5958  1.8172
O  2.0981  -1.3439  -0.8146
H  0.2367  -1.6804  1.6701
O  -0.9226  0.1975  -2.0392
H  -0.9815  -0.2870  1.9600
C  -0.7481  1.1115  -0.9497
O  0.9810  0.1992  1.8232

## Properties
SMILES   O=C=C1CO1.C=O
LUMO level   0.007 hartree
HOMO-LUMO gap   9.15 eV
Spin multiplicity   1
HOMO level   -8.958 eV

Atom charges from the natural (NBO) analysis, given in e for atoms 1 to 2: 0.192, -0.122

Run 2
ORCA calculation (wB97M-V/def2-TZVPD) on a cluster of 2 separate species, C4H4O3 in total.

Positions of all 11 atoms, in Å:
H  1.0845  0.9124  -1.8840
O  2.4357  -1.6844  1.4998
C  -1.2891  0.1345  0.5531
C  0.3809  0.2257  -1.4166
C  1.6287  -1.2662  0.8320
H  -1.5546  0.6132  1.4973
H  -1.0377  -0.9194  0.6904
O  0.5406  1.7022  0.4122
C  -0.0790  0.7664  -0.0395
H  -2.1175  0.2887  -0.1583
O  0.0075  -0.7728  -1.9866

## Properties
LUMO level   -0.014 hartree
HOMO-LUMO gap   9.41 eV
Spin multiplicity   1
HOMO level   -9.805 eV

Atom charges from the natural (NBO) analysis, given in e for atoms 1 to 2: 0.125, -0.479

Of them, run 1 has the lowest stability.

Run 1
ORCA calculation (wB97M-V/def2-TZVPD) on a cluster of 2 separate species, C4H13N3O in total.

Positions of all 21 atoms, in Å:
H  1.8690  0.8299  -2.0463
H  -2.4162  0.6218  -2.0154
C  -1.2206  0.7042  -0.2538
N  1.8733  -0.3303  -0.3072
H  2.7141  -0.7069  1.6264
H  0.5843  2.0092  -0.2895
C  2.0765  -0.1407  0.9397
N  1.2105  0.5818  1.9601
C  1.2060  0.2897  -1.3569
H  0.5768  -0.5116  -1.7831
H  -1.9306  -2.8544  0.8290
H  -0.5479  -2.9686  1.3681
O  -1.3994  -3.3788  1.5000
N  -2.0530  0.0190  -1.2790
H  -1.0422  -0.0107  0.5346
H  1.4707  0.3092  2.9048
H  -0.3550  1.9013  -1.7308
H  -1.6775  1.6710  0.1235
C  0.0536  1.2849  -0.9315
H  0.4816  1.2319  1.9531
H  -1.4738  -0.5517  -1.7459

## Properties
SMILES   N/C=N\CCCN.O
LUMO level   0.028 hartree
HOMO-LUMO gap   9.77 eV
Spin multiplicity   1
HOMO level   -9.006 eV

Atom charges from the natural (NBO) analysis, given in e for atoms 1 to 2: 0.215, 0.351

Run 2
ORCA calculation (wB97M-V/def2-TZVPD) on a cluster of 2 separate species, C4H13N3O in total.

Positions of all 21 atoms, in Å:
H  1.2653  -0.6859  1.6769
H  -0.9460  1.5113  2.0815
H  0.9929  0.3840  -0.5392
H  -1.4567  -0.9741  -1.8411
C  0.8565  0.7657  -1.5413
H  0.3655  -0.5460  3.2265
H  -0.9912  -1.0054  0.5549
H  -0.2081  0.8788  -3.3430
H  -1.7540  -0.7354  2.0403
H  2.8153  1.1864  -1.9539
C  -0.8490  -0.4461  1.4801
N  -1.4726  0.0418  -1.8604
H  -2.1976  0.3011  -2.5078
H  1.9618  2.4386  -1.4529
O  0.2544  -2.3945  2.2642
N  -0.7584  0.9865  1.2386
N  1.9009  1.6178  -2.0466
H  0.8407  -2.7283  2.9254
C  -0.2032  0.5550  -2.3078
H  -1.4226  1.2290  0.5085
C  0.3612  -0.9776  2.2226

## Properties
SMILES   N/C=C/N.NCCO
LUMO level   0.037 hartree
HOMO-LUMO gap   9.56 eV
Spin multiplicity   1
HOMO level   -8.558 eV

Atom charges from the natural (NBO) analysis, given in e for atoms 1 to 2: 0.158, 0.354

Run 3
ORCA calculation (wB97M-V/def2-TZVPD) on a cluster of 2 separate species, C4H13N3O in total.

Positions of all 21 atoms, in Å:
N  -2.1325  1.2495  1.0539
H  1.3950  -0.7402  1.0633
H  -1.4597  1.1839  -1.2328
C  0.6731  -2.2028  -0.3285
N  -0.6263  0.6135  -1.2499
H  1.7228  -0.3483  -0.6185
H  1.5957  -2.7813  -0.2318
H  0.7981  2.0075  0.7744
H  0.1223  1.0786  -1.7443
H  -0.6380  -1.8160  -1.8366
H  -2.6366  1.2574  1.9272
H  -0.7396  -0.0661  2.0463
C  0.9594  -0.7417  0.0609
H  -0.0382  -2.6320  0.3770
H  0.8466  -2.1764  -2.3662
H  1.8638  2.9397  1.3858
C  -0.2543  0.1361  0.0189
N  0.1518  -2.4294  -1.6731
C  -0.9845  0.4136  1.1065
O  1.2737  2.8395  0.6245
H  -1.8926  2.2149  0.8432

## Properties
SMILES   N/C=C(\N)CCN.O
LUMO level   0.027 hartree
HOMO-LUMO gap   8.52 eV
Spin multiplicity   1
HOMO level   -7.783 eV

Atom charges from the natural (NBO) analysis, given in e for atoms 1 to 2: -0.852, 0.216

Of them, run 1 has the lowest stability.

Run 1
ORCA calculation (wB97M-V/def2-TZVPD) on a cluster of 3 separate species, C4H13N3O in total.

Positions of all 21 atoms, in Å:
O  1.8335  -1.1381  -0.2571
H  1.0422  -0.6093  0.9223
H  -2.4749  0.9586  -0.3571
C  -0.9020  -0.1291  0.5871
H  2.4422  -1.8795  -0.3326
N  0.1239  -0.1532  1.4353
C  -1.7968  1.0713  0.4850
H  2.1172  -0.0408  -1.9840
H  -0.3589  -1.8277  -0.1686
H  -0.6519  -0.7581  -1.4598
N  1.5575  -0.8302  -2.2978
H  1.1020  0.5240  3.1300
C  0.3095  -0.4892  -2.6054
H  0.6718  1.8197  1.9951
N  -1.0281  -1.0778  -0.3310
H  -2.3875  1.1804  1.3972
H  -0.5669  1.0706  3.0129
H  -0.1702  -1.1219  -3.3509
H  -1.2159  1.9878  0.3630
H  0.0143  0.5686  -2.6206
C  0.3389  0.8740  2.4368

## Properties
LUMO level (spin up / spin down)   0.019 / 0.019 hartree
HOMO-LUMO gap (spin up / spin down)   8.59 / 8.59 eV
Spin multiplicity   1
HOMO level (spin up / spin down)   -8.079 / -8.078 eV

Atom charges from the natural (NBO) analysis, given in e for atoms 1 to 2: -1.089, 0.483

Run 2
ORCA calculation (wB97M-V/def2-TZVPD) on the molecule C4H13N3O.

Positions of all 21 atoms, in Å:
H  0.9821  2.3065  0.5123
H  -1.1190  1.4042  -0.1167
N  1.5857  1.0056  -1.2273
H  2.5081  -0.9083  0.3431
H  -2.4671  -1.3555  1.6423
C  0.8408  0.4308  -0.1238
H  -2.8903  -0.3547  -1.3331
N  -1.5826  -0.8889  1.4444
H  1.4388  0.4358  -2.0601
H  -0.7996  0.5161  -1.5554
C  -1.5449  -0.7048  0.0188
C  -0.6698  0.4602  -0.4640
N  1.1427  1.3840  0.9161
O  -2.8863  -0.4696  -0.3689
H  -1.2291  -1.6365  -0.4620
H  1.1962  -1.6811  -0.5489
H  2.1361  1.3570  1.1240
C  1.4167  -0.9426  0.2294
H  2.5821  0.9321  -1.0341
H  -1.6657  0.0268  1.8830
H  1.0249  -1.3171  1.1810

## Properties
SMILES   CC(N)(N)C[C@@H](N)O
LUMO level   0.029 hartree
HOMO-LUMO gap   10.00 eV
Spin multiplicity   1
HOMO level   -9.206 eV

Atom charges from the natural (NBO) analysis, given in e for atoms 1 to 2: 0.363, 0.225

Of them, run 1 has the lowest stability.

Run 1
ORCA calculation (wB97M-V/def2-TZVPD) on the molecule C4H13N3O.

Positions of all 21 atoms, in Å:
H  -2.3007  -0.8995  0.7021
H  3.3711  0.6461  -0.0025
H  -0.9868  -1.4579  1.7456
N  0.9468  -1.3689  -0.1489
H  -1.1412  2.2801  1.0598
H  -2.1154  1.2558  -0.0026
N  -0.7514  -0.7009  -1.5451
C  -0.3154  -0.6757  -0.1650
C  1.5437  1.0356  0.4735
H  -0.9043  2.3228  -0.7152
H  -0.1315  -0.2976  -2.2399
O  2.5018  0.5790  -0.4363
H  1.0961  -2.1734  0.4485
C  -1.1122  1.6759  0.1480
H  -1.4893  -2.4381  0.3554
H  1.7092  -1.1423  -0.7883
H  -1.7411  -0.7507  -1.7526
H  1.4932  2.1166  0.3503
C  -1.3354  -1.4140  0.7099
N  -0.0758  0.6636  0.2999
H  1.7387  0.7436  1.5035

## Properties
SMILES   CN(CO)C(C)(N)N
LUMO level   0.030 hartree
HOMO-LUMO gap   8.42 eV
Spin multiplicity   1
HOMO level   -7.600 eV

Atom charges from the natural (NBO) analysis, given in e for atoms 1 to 2: 0.207, 0.483

Run 2
ORCA calculation (wB97M-V/def2-TZVPD) on a cluster of 2 separate species, C4H13N3O in total.

Positions of all 21 atoms, in Å:
C  -1.6540  0.3564  1.7266
C  1.3129  1.0988  -1.0825
H  2.3173  -0.5183  -0.4884
N  2.4251  0.4947  -0.5298
C  -0.3968  -1.6869  1.8890
H  -0.5265  -0.4824  0.2598
C  0.5368  0.6033  -2.0576
H  1.8514  -0.6328  -2.5447
H  -1.1252  1.6781  -1.7941
H  1.0591  2.0419  -0.6034
H  0.4931  -2.2047  1.5172
H  -1.2066  0.4263  -2.9409
H  2.5889  0.8390  0.4180
H  -0.3019  -1.6086  2.9764
H  -1.6680  1.3477  1.2620
H  -1.6380  0.5016  2.8113
N  -0.4768  -0.3706  1.2746
H  -1.2702  -2.2997  1.6447
H  -2.5774  -0.1596  1.4450
O  0.8890  -0.5606  -2.6874
N  -0.6321  1.1366  -2.4958

## Properties
SMILES   N/C=C(/N)O.CNC
LUMO level   0.029 hartree
HOMO-LUMO gap   7.60 eV
Spin multiplicity   1
HOMO level   -6.827 eV

Atom charges from the natural (NBO) analysis, given in e for atoms 1 to 2: -0.414, -0.198

Of them, run 1 has the lowest stability.